Record 1
21
Properties=species:S:1:pos:R:3:lowdin_charge:R:1 method="wB97M-V/def2-TZVPD" total_charge=0 spin_multiplicity=1 homo_ev=-9.651 fmax_ev_per_a=0.491 smiles="C=CCCCO.C"
C -1.89 0.55 -1.72 -0.02
C -0.73 1.02 -1.25 -0.21
C 0.56 0.26 -1.23 -0.22
C 1.21 0.22 0.16 -0.20
C 2.55 -0.50 0.13 -0.30
O 3.10 -0.48 1.43 -0.07
H -1.96 -0.45 -2.12 0.06
H -2.80 1.14 -1.69 0.06
H -0.70 2.02 -0.81 0.11
H 1.26 0.73 -1.94 0.12
H 0.38 -0.76 -1.60 0.12
H 1.37 1.23 0.55 0.12
H 0.55 -0.29 0.88 0.11
H 2.41 -1.53 -0.24 0.12
H 3.22 0.01 -0.59 0.12
H 3.94 -0.95 1.42 0.09
C -2.50 -0.45 1.72 -0.05
H -3.58 -0.53 1.80 0.02
H -2.13 0.30 2.43 0.02
H -2.03 -1.41 1.95 0.02
H -2.24 -0.16 0.70 -0.02

Record 2
43
Properties=species:S:1:pos:R:3:lowdin_charge:R:1 method="wB97M-V/def2-TZVPD" total_charge=-1 spin_multiplicity=1 homo_ev=-0.659 fmax_ev_per_a=0.418
K -0.16 0.17 0.34 0.60
C 1.33 3.87 -0.18 -0.04
C 1.60 2.80 0.85 -0.21
C 0.71 2.62 1.91 -0.23
C -0.51 3.50 2.05 -0.03
C 0.91 1.57 2.82 -0.23
C -0.13 1.29 3.88 -0.04
C 2.03 0.75 2.69 -0.21
C 2.29 -0.33 3.72 -0.04
C 2.92 0.93 1.63 -0.20
C 4.08 -0.03 1.45 -0.05
C 2.72 1.97 0.72 -0.20
C 3.74 2.22 -0.37 -0.05
H 1.76 4.84 0.12 0.10
H 0.27 4.02 -0.34 0.08
H 1.76 3.61 -1.15 0.07
H -1.38 3.06 1.54 0.10
H -0.35 4.49 1.62 0.07
H -0.78 3.63 3.09 0.08
H 0.05 1.86 4.80 0.10
H -0.15 0.24 4.15 0.08
H -1.13 1.54 3.53 0.08
H 1.89 -0.05 4.69 0.07
H 3.36 -0.50 3.85 0.07
H 1.83 -1.28 3.45 0.10
H 4.96 0.29 2.01 0.09
H 4.36 -0.12 0.41 0.07
H 3.82 -1.03 1.80 0.07
H 3.52 1.65 -1.28 0.10
H 4.74 1.94 -0.05 0.07
H 3.78 3.27 -0.65 0.07
N -2.45 -0.17 -0.20 -0.26
C -3.36 -1.08 -0.29 -0.64
C -4.79 -0.88 -0.01 -0.13
C -5.73 -1.88 -0.03 -0.21
C -5.42 -3.21 -0.36 -0.22
C -4.08 -3.46 -0.70 -0.21
C -3.12 -2.48 -0.69 -0.13
H -5.08 0.14 0.24 0.05
H -6.76 -1.62 0.22 0.07
H -6.17 -3.99 -0.37 0.04
H -3.77 -4.46 -0.98 0.07
H -2.09 -2.72 -0.97 0.05

Record 3
8
Properties=species:S:1:pos:R:3:lowdin_charge:R:1 method="wB97M-V/def2-TZVPD" total_charge=0 spin_multiplicity=1 homo_ev=-10.543 fmax_ev_per_a=4.839
O -1.53 -1.94 -0.82 -0.47
O 0.27 -0.41 0.69 -0.61
Si 1.26 0.64 -0.01 0.40
S -1.49 -0.57 -0.49 0.66
Cl -2.98 -0.34 0.96 0.22
H 0.38 1.33 -0.90 -0.10
H 1.82 1.41 1.29 -0.03
H 2.26 -0.13 -0.72 -0.08

Record 4
20
Properties=species:S:1:pos:R:3:lowdin_charge:R:1 method="wB97M-V/def2-TZVPD" total_charge=0 spin_multiplicity=1 homo_ev=-8.672 fmax_ev_per_a=4.599 smiles=CCNCCCS
C 1.70 -0.27 2.42 -0.11
C 1.06 -0.90 1.26 -0.35
N 0.89 0.02 0.18 -0.10
C 0.18 -0.47 -0.90 -0.35
C -1.34 -0.39 -0.79 -0.20
C -1.50 1.20 -0.93 -0.55
S -1.31 1.78 -2.65 0.67
H 1.73 -0.78 3.44 0.11
H 1.04 0.62 2.46 0.08
H 2.62 0.17 2.05 0.07
H 1.69 -1.70 0.88 0.11
H 0.07 -1.38 1.46 0.12
H 1.84 0.27 -0.11 0.13
H 0.53 -0.04 -1.87 0.11
H 0.37 -1.53 -1.05 0.10
H -1.84 -0.62 0.23 0.13
H -1.79 -0.86 -1.66 0.09
H -0.94 1.72 -0.20 0.05
H -2.55 1.50 -0.84 0.04
H -2.43 1.66 -3.40 -0.15